[1]
This record from OMol25 describes a molecular structure, CH3BrCl2OSi in a non-equilibrium geometry. The level of theory is ωB97M-V/def2-TZVPD.

HOMO energy (Eh): -0.3380
Energy above the lowest of the compared OMol25 structures with the same formula, charge and spin (kcal per mole): 63.15
E_LUMO (eV): -0.24
Strongest force on any atom (eV/Å): 5.510
Spin multiplicity: 1

Each line ends with the Löwdin charge.
Positions of all 9 atoms, in Å:
C: 0.05443 0.45430 0.13563  -0.284
O: -0.04803 0.08471 1.48618  -0.395
Si: -2.10380 0.60496 2.48303  -0.651
Cl: -3.42659 -0.51041 1.57795  0.398
Cl: -1.76066 0.27330 4.38838  0.380
Br: -2.17056 2.80531 2.13081  0.352
H: -0.53394 -0.27555 -0.47815  0.067
H: 1.10515 0.07919 -0.09354  0.100
H: -0.23028 1.43966 -0.12427  0.033

Forces on atoms 1 to 2 (eV/Å):
0.78 -3.86 -0.05
-3.80 1.31 2.33



[2]
This record from OMol25 describes 2 unconnected molecules or ions with the total composition CH3BrClN in a non-equilibrium geometry. The level of theory is ωB97M-V/def2-TZVPD.

HOMO energy (alpha / beta) (Eh): -0.3386 / -0.2692
Energy above the lowest of the compared OMol25 structures with the same formula, charge and spin (kcal per mole): 99.63
E_LUMO (alpha / beta) (eV): 0.18 / -0.36
Strongest force on any atom (eV/Å): 4.082
Spin multiplicity: 1

Each line ends with the Löwdin charge.
Positions of all 7 atoms, in Å:
C: -0.39704 -0.23835 -0.01517  -1.413
N: 0.64309 0.15955 -0.71403  -0.059
Cl: -0.39341 -1.99488 0.00491  0.549
Br: -2.02817 0.60255 0.04920  0.682
H: -0.00212 0.55816 2.05403  0.055
H: 1.58761 -0.21958 -0.56061  0.121
H: 0.59004 1.13257 -0.81835  0.064

Forces on atoms 1 to 2 (eV/Å):
0.20 -2.53 3.20
1.52 0.97 -1.60



[3]
This record from OMol25 describes 2 unconnected molecules or ions with the total composition CH3BrClNO2S in a non-equilibrium geometry. The level of theory is ωB97M-V/def2-TZVPD.

HOMO energy (alpha / beta) (Eh): -0.3438 / -0.3438
Energy above the lowest of the compared OMol25 structures with the same formula, charge and spin (kcal per mole): 26.83
E_LUMO (alpha / beta) (eV): -1.32 / -1.32
Strongest force on any atom (eV/Å): 3.015
Spin multiplicity: 1

Each line ends with the Löwdin charge.
Positions of all 10 atoms, in Å:
C: -1.95763 0.48721 -2.34567  -0.791
N: 0.13703 -2.74034 -0.33333  -0.305
O: 1.74507 -1.03862 0.64695  -0.465
O: -0.89786 -0.05348 -2.29247  -0.127
S: 0.40623 -1.10184 0.02268  0.642
Cl: -2.16920 2.01838 -1.59691  0.644
Br: -1.96274 -0.89251 0.73809  0.069
H: -2.91993 0.00154 -2.83973  0.135
H: 1.02691 -3.31475 -0.57013  0.100
H: -0.74728 -3.21546 -0.75419  0.098

Forces on atoms 1 to 2 (eV/Å):
-0.69 -1.69 -0.62
0.89 -1.77 -1.15



[4]
This record from OMol25 describes a gas-phase ion, CH3BrNO2S (charge -1) in a non-equilibrium geometry. The level of theory is ωB97M-V/def2-TZVPD.

HOMO energy (Eh): -0.1428
Energy above the lowest of the compared OMol25 structures with the same formula, charge and spin (kcal per mole): 11.49
E_LUMO (eV): 3.58
Strongest force on any atom (eV/Å): 4.944
Net charge: -1
Spin multiplicity: 1

Each line ends with the Löwdin charge.
Positions of all 9 atoms, in Å:
C: 1.16598 -0.36736 0.27895  -0.575
N: 0.22800 0.50897 -0.40293  -0.304
O: -1.62399 0.65071 1.33444  -0.513
O: -2.27913 1.07027 -0.93093  -0.528
S: -1.66740 0.18062 -0.00206  0.525
Br: 0.52724 -2.40446 0.02992  0.229
H: 1.00850 -0.14522 1.29098  0.006
H: 2.25030 -0.22809 -0.14939  0.083
H: 0.39050 0.73456 -1.44898  0.077

Forces on atoms 1 to 2 (eV/Å):
-0.68 2.56 -4.17
1.45 -0.57 -1.10